1.
14
Properties=species:S:1:pos:R:3:mulliken_charge:R:1 method="wB97M-V/def2-TZVPD" total_charge=-1 homo_ev=-4.045 homo_lumo_gap_ev=7.067 e_lumo_ev=3.02
O 0.612 -1.014 -0.313 -0.72
C 0.929 -0.991 0.898 0.48
O 0.995 -1.966 1.683 -0.75
C 1.414 0.362 1.485 -0.38
C 0.901 1.519 0.666 -0.63
S 1.664 3.169 0.964 -0.28
H 2.466 0.317 1.425 0.24
H 1.182 0.494 2.533 0.27
H -0.154 1.729 0.851 0.32
H 0.956 1.392 -0.386 0.35
H 2.811 2.928 0.322 0.08
H -4.186 -3.331 -3.497 0.32
H -4.792 -1.896 -3.566 0.32
O -4.798 -2.712 -3.065 -0.64

2.
16
Properties=species:S:1:pos:R:3:mulliken_charge:R:1 method="wB97M-V/def2-TZVPD" total_charge=-2 homo_ev=-0.468 homo_lumo_gap_ev=6.129 e_lumo_ev=5.66
C 1.015 -1.176 0.029 -1.27
C 1.988 -0.034 -0.382 0.14
C 1.748 1.383 0.007 -0.30
O -3.719 -0.641 -1.113 -0.31
O -2.856 1.619 -0.474 -0.35
O -4.727 0.502 0.784 -0.57
O 1.624 0.873 -1.393 -0.47
P -3.365 0.187 0.255 -0.30
S 2.959 2.470 0.542 -0.68
H 1.655 -1.819 0.585 0.32
H 0.158 -0.938 0.502 0.43
H 0.862 -1.764 -0.836 0.29
H 3.001 -0.271 -0.594 0.40
H 0.797 1.580 0.490 0.13
H -1.906 1.692 -0.500 0.28
H -3.190 -0.930 -1.893 0.25

3.
12
Properties=species:S:1:pos:R:3:mulliken_charge:R:1 method="wB97M-V/def2-TZVPD" total_charge=-1 homo_ev=-2.494 homo_lumo_gap_ev=6.468 e_lumo_ev=3.97
O -2.141 3.114 -1.605 -0.51
C -1.166 2.454 -1.192 0.03
H -0.271 2.175 -1.801 0.22
H -0.940 2.478 -0.026 0.19
C 0.687 -1.942 1.109 -0.86
C 0.401 -0.748 0.127 -0.47
S 1.394 0.789 0.240 -0.73
H 0.223 -1.768 2.088 0.25
H 0.203 -2.888 0.554 0.22
H 1.765 -2.101 1.160 0.27
H 0.550 -0.996 -0.930 0.19
H -0.704 -0.567 0.277 0.19

4.
12
Properties=species:S:1:pos:R:3:mulliken_charge:R:1 method="wB97M-V/def2-TZVPD" total_charge=-1 homo_ev=-2.252 homo_lumo_gap_ev=6.084 e_lumo_ev=3.83
C -1.458 1.947 -1.506 -0.83
S -0.065 0.829 -1.853 -0.72
H -2.278 1.463 -0.975 0.19
H -1.908 2.473 -2.363 0.27
H -1.074 2.803 -0.937 0.17
O 0.165 -1.740 2.868 -0.52
C 0.539 -1.747 1.715 0.09
C 0.992 -0.518 0.971 -0.61
H 0.609 -2.731 1.213 0.33
H 1.059 -0.828 -0.069 0.18
H 0.220 0.229 1.027 0.18
H 1.969 -0.205 1.336 0.27

5.
12
Properties=species:S:1:pos:R:3:mulliken_charge:R:1 method="wB97M-V/def2-TZVPD" total_charge=-1 homo_ev=-3.120 homo_lumo_gap_ev=7.265 e_lumo_ev=4.15
C 1.284 2.386 0.362 -0.83
C 0.407 1.372 0.489 0.13
O 0.609 0.271 1.198 -0.53
H 0.972 3.278 -0.158 0.25
H 2.266 2.277 0.805 0.25
H -0.560 1.450 -0.011 0.29
H -0.234 -0.386 0.988 0.09
C -0.897 -2.187 -0.820 -0.75
S -1.755 -1.357 0.537 -0.61
H -1.529 -2.899 -1.357 0.26
H -0.545 -1.462 -1.561 0.21
H -0.020 -2.742 -0.473 0.23

6.
13
Properties=species:S:1:pos:R:3:mulliken_charge:R:1 method="wB97M-V/def2-TZVPD" total_charge=-1 homo_ev=-2.425 smiles=[O-]CCCSS homo_lumo_gap_ev=5.377 e_lumo_ev=2.95
O -3.306 0.436 -0.077 -0.84
C -2.566 -0.061 0.976 -0.31
C -0.803 0.235 0.794 -0.78
C -0.475 0.287 -0.669 -0.37
S 1.247 0.206 -1.200 -0.14
S 2.190 -0.511 0.582 -0.31
H -2.340 -1.071 1.216 0.27
H -2.466 0.719 1.818 0.14
H -0.292 -0.674 1.175 0.21
H -0.565 1.064 1.534 0.37
H -0.680 1.084 -1.198 0.35
H -1.038 -0.701 -0.910 0.26
H 1.899 -1.792 0.264 0.15

Relative energy (zero: lowest compared OMol25 entry of this formula, charge and spin) across the listed records, respectively: 27.4, 193.6, 161.7, 98.0, 57.9, 262.8 kJ/mol.